Record 1
{"formula": "C2NO4", "method": "the ωB97M-V functional and the def2-TZVPD basis", "elements": ["C", "C", "N", "O", "O", "O", "O"], "positions_angstrom": [[0.579, 1.093, -1.020], [-0.445, -1.072, 0.656], [-0.858, 0.095, 0.269], [-0.294, -0.183, 1.694], [0.743, 0.219, -1.775], [-0.382, -2.239, 0.606], [0.658, 2.088, -0.428]], "lowdin_charge": [-0.553, -0.789, 0.088, -0.068, 0.126, 0.066, 0.131], "orbital_gap_ev": 7.52, "e_lumo_ev": 3.958, "homo_energy_ev": -3.56, "spin_multiplicity": 1, "e_tot_ev": -11753.5856, "relative_energy_kcal_mol": 20.3, "charge": -1}

Record 2
{"formula": "C2O3S", "method": "the ωB97M-V functional and the def2-TZVPD basis", "elements": ["C", "C", "O", "O", "O", "S"], "positions_angstrom": [[-3.314, -0.333, 0.267], [2.607, 0.009, 0.001], [2.543, -0.079, -1.166], [2.727, 0.045, 1.123], [-2.738, -0.087, -0.844], [-1.825, 0.445, 0.619]], "lowdin_charge": [-0.431, -0.432, 0.187, 0.238, -0.344, 0.782], "orbital_gap_ev": 9.39, "e_lumo_ev": -0.847, "homo_energy_ev": -10.24, "spin_multiplicity": 1, "e_tot_ev": -19048.6067, "relative_energy_kcal_mol": 96.5, "charge": 0}

Record 3
{"formula": "C2O3S", "method": "the ωB97M-V functional and the def2-TZVPD basis", "elements": ["C", "C", "O", "O", "O", "S"], "positions_angstrom": [[-0.523, 0.937, -0.281], [1.542, -0.121, 0.097], [0.896, 0.842, 0.304], [-2.734, -0.258, -0.251], [2.193, -1.031, -0.138], [-1.373, -0.369, 0.269]], "lowdin_charge": [-0.267, -0.306, 0.023, -0.584, 0.320, 0.814], "orbital_gap_ev": 8.92, "e_lumo_ev": -0.442, "homo_energy_ev": -9.36, "spin_multiplicity": 1, "e_tot_ev": -19046.1583, "relative_energy_kcal_mol": 153.0, "charge": 0}

Record 4
{"formula": "C2O3S2", "method": "the ωB97M-V functional and the def2-TZVPD basis", "elements": ["C", "C", "O", "O", "O", "S", "S"], "positions_angstrom": [[0.631, 0.914, 0.086], [-1.470, 0.602, 0.250], [2.525, -0.840, 0.563], [-0.654, -1.642, -0.713], [-0.536, 1.188, -0.369], [1.373, -0.485, -0.267], [-1.622, -1.049, 0.312]], "lowdin_charge": [-0.318, -0.343, -0.486, -0.670, -0.120, 0.991, 0.945], "orbital_gap_ev": [7.54, 6.82], "e_lumo_ev": [-2.333, -2.750], "homo_energy_ev": [-9.87, -9.57], "spin_multiplicity": 1, "e_tot_ev": -29878.2001, "relative_energy_kcal_mol": 113.3, "charge": 0}

Record 5
{"formula": "C2O8S2", "method": "the ωB97M-V functional and the def2-TZVPD basis", "elements": ["O", "C", "O", "O", "C", "O", "O", "S", "O", "O", "S", "O"], "positions_angstrom": [[-3.001, 1.901, 1.320], [-1.949, 2.313, 0.950], [-1.206, 3.228, 1.115], [-1.360, 1.330, -0.288], [-0.476, 0.451, 0.004], [-0.061, 0.117, 1.089], [0.046, -0.123, -1.111], [0.802, -1.603, -0.722], [1.126, -2.098, -2.045], [-0.200, -2.406, -0.048], [2.588, -1.475, 0.391], [3.690, -1.634, -0.656]], "lowdin_charge": [0.052, -0.675, 0.054, 0.062, -0.742, 0.029, -0.140, 0.429, -0.393, -0.387, 0.546, -0.835], "orbital_gap_ev": 6.25, "e_lumo_ev": 5.821, "homo_energy_ev": -0.43, "spin_multiplicity": 1, "e_tot_ev": -40125.2248, "charge": -2, "smiles": "O=C([O-])OC(=O)OS(=O)(=O)S[O-]"}